Record 1
Molecular formula: C19H29KN2O2PS
Method: DFT, wB97M-V/def2-TZVPD

Positions of all 55 atoms, in Å:
K  -0.1949  -0.6045  -0.2368
C  0.9098  -0.8375  4.3444
C  0.0331  -1.2409  3.1649
O  -0.1331  -0.3996  2.2825
C  -0.5673  -2.5682  3.1546
C  -0.5679  -3.3150  4.3537
C  -1.1551  -4.5466  4.4699
C  -1.7779  -5.0970  3.3295
C  -1.7878  -4.4267  2.1428
C  -1.1733  -3.1321  1.9656
O  -1.1637  -2.6012  0.8211
H  1.4270  0.0806  4.0751
H  1.6359  -1.6097  4.5964
H  0.2976  -0.6479  5.2287
H  -0.0991  -2.8882  5.2319
H  -1.1446  -5.0807  5.4109
H  -2.2514  -6.0713  3.3964
H  -2.2543  -4.8512  1.2619
C  -0.4336  3.0828  2.7749
C  -1.5901  3.0617  1.7708
C  -2.5381  4.2419  1.9734
P  -0.8746  2.7131  0.0897
C  -2.2359  2.9588  -1.1549
C  -3.3862  2.0120  -0.7960
C  -2.7671  4.3519  -1.4911
C  0.3875  4.0360  -0.2606
C  0.0899  5.4947  0.0857
C  0.8121  3.8842  -1.7256
H  -0.8215  3.0631  3.7968
H  0.1730  3.9852  2.6685
H  0.2086  2.2100  2.6436
H  -2.1529  2.1427  1.9697
H  -2.0761  5.1935  1.7112
H  -2.8342  4.2954  3.0260
H  -3.4472  4.1359  1.3834
H  -1.7891  2.5636  -2.0721
H  -3.9838  2.4003  0.0325
H  -3.0260  1.0216  -0.5076
H  -4.0446  1.8851  -1.6573
H  -3.1699  4.8724  -0.6219
H  -3.5697  4.2540  -2.2275
H  -2.0002  4.9809  -1.9407
H  1.2376  3.7204  0.3549
H  -0.8127  5.8596  -0.4021
H  0.9220  6.1255  -0.2427
H  -0.0255  5.6398  1.1597
H  0.0445  4.2550  -2.4066
H  0.9938  2.8396  -1.9857
H  1.7283  4.4481  -1.9162
N  2.7263  0.3069  -1.5277
C  3.2417  -0.0590  -0.5499
H  1.9899  0.5047  -2.2309
S  0.3406  -0.0468  -3.4857
C  -0.8398  1.0212  -4.0151
N  -1.6615  1.7553  -4.3813

Atoms 1-6, force components in eV/Å:
K 0.1 0.1 -0.3
C 0.0 0.0 0.0
C -0.1 -0.1 0.0
O 0.1 0.0 0.1
C 0.0 0.0 0.0
C 0.0 0.0 0.0

* LUMO energy: 2.5 eV
* Kohn-Sham gap: 7.137 eV
* total charge: -1

Record 2
Molecular formula: C19H29LaN2O
Method: DFT, wB97M-V/def2-TZVPD

Positions of all 52 atoms, in Å:
C  1.7584  2.5990  -1.3440
H  2.5759  3.2507  -1.0135
H  2.0855  2.0964  -2.2620
H  1.6081  1.8323  -0.5762
C  0.4796  3.4070  -1.5888
H  -0.3294  2.7284  -1.8891
H  0.1574  3.8744  -0.6493
C  0.6625  4.4876  -2.6596
H  -0.2611  5.0541  -2.8204
H  1.4464  5.1973  -2.3695
H  0.9561  4.0432  -3.6181
C  -0.8832  -1.9666  -0.6139
C  -1.5864  -1.2398  -1.6588
C  -0.6230  -0.8866  -2.6023
C  0.6437  -1.5093  -2.2410
C  0.4674  -2.2489  -1.0729
C  1.4355  -3.1728  -0.4161
C  1.8808  -1.4242  -3.0720
C  -0.8346  -0.0901  -3.8471
C  -3.0518  -0.9680  -1.6966
C  -1.5511  -2.6652  0.5250
La  0.0154  -0.0830  -0.5246
H  2.7667  -1.7168  -2.5104
H  1.8139  -2.0782  -3.9450
H  2.0534  -0.4145  -3.4461
H  2.4665  -2.9197  -0.6590
H  1.3466  -3.1488  0.6689
H  1.2694  -4.2061  -0.7335
H  -2.3911  -2.0915  0.9140
H  -1.9350  -3.6372  0.2051
H  -0.8634  -2.8388  1.3514
H  -3.2862  -0.0931  -2.3016
H  -3.5977  -1.8148  -2.1214
H  -3.4565  -0.7875  -0.7018
H  -0.0117  0.6005  -4.0354
H  -0.9089  -0.7404  -4.7224
H  -1.7483  0.5001  -3.7996
N  1.4538  0.1798  6.4703
C  1.5553  -0.0498  5.1363
O  2.6514  -0.3391  4.6781
C  0.3868  0.0671  4.2057
C  -0.9173  0.3708  4.6500
C  -1.9590  0.5143  3.7325
C  -1.6999  0.3683  2.3725
N  -0.4468  0.0626  1.9495
C  0.5829  -0.0994  2.8194
H  2.2895  0.1038  7.0695
H  0.5723  0.4441  6.9251
H  -1.1526  0.5094  5.6928
H  -2.9578  0.7542  4.0739
H  -2.4946  0.5009  1.6500
H  1.5654  -0.3166  2.4209

Atoms 1-6, force components in eV/Å:
C 0.0 0.3 -0.4
H -0.1 -0.3 0.0
H 0.0 0.1 0.0
H 0.5 0.3 0.3
C 0.2 0.2 0.3
H -0.2 -0.1 -0.1

* LUMO energy: -7.4 eV
* Kohn-Sham gap: 7.909 eV
* total charge: +2

Record 3
Molecular formula: C19H29N2O4RhS2Sb
Method: DFT, wB97M-V/def2-TZVPD

Positions of all 58 atoms, in Å:
Rh  2.0103  -1.6162  -0.7315
O  4.9509  -1.7708  1.7673
S  3.8653  -1.3077  0.9993
O  3.4998  0.1401  1.3303
O  4.0247  -1.3194  -0.5114
O  2.5648  -2.0943  1.1600
C  4.1891  2.4981  -0.8504
C  2.9549  2.6810  0.0320
C  3.3040  3.2076  1.4193
Sb  1.8758  0.8539  0.1256
C  0.3086  0.8456  1.5559
C  -0.5097  2.1247  1.3689
C  0.8174  0.6574  2.9794
C  0.9178  0.7835  -1.8368
C  0.7263  2.1382  -2.5114
C  1.7113  -0.1565  -2.7528
H  4.7282  3.4447  -0.9192
H  3.9351  2.1898  -1.8668
H  4.8692  1.7583  -0.4273
H  2.2431  3.3527  -0.4568
H  3.9505  2.5140  1.9554
H  2.4199  3.4010  2.0285
H  3.8419  4.1520  1.3140
H  -0.2934  -0.0172  1.2609
H  0.0637  3.0109  1.6478
H  -1.3892  2.0914  2.0144
H  -0.8654  2.2522  0.3440
H  1.4589  1.4825  3.2907
H  1.3805  -0.2677  3.0939
H  -0.0356  0.6264  3.6606
H  -0.0573  0.3391  -1.6186
H  1.6809  2.6179  -2.7337
H  0.1416  2.8222  -1.8954
H  0.1948  2.0117  -3.4583
H  2.7063  0.2284  -2.9754
H  1.1876  -0.2731  -3.7065
H  1.9040  -1.2589  -2.5189
S  -4.1866  -3.9373  -0.4581
C  -2.5154  -3.3223  -0.5600
C  -1.9593  -2.9649  -1.7816
C  -0.6753  -2.4584  -1.8135
N  0.0631  -2.3010  -0.7068
C  -0.4580  -2.6804  0.4710
C  -1.7337  -3.1936  0.5818
C  -4.9318  -2.4045  0.0903
C  -5.1577  -2.1791  1.4392
C  -5.7203  -0.9660  1.8149
N  -6.0519  -0.0106  0.9521
C  -5.8496  -0.2513  -0.3403
C  -5.2980  -1.4293  -0.8247
H  -2.5197  -3.0764  -2.6989
H  -0.2183  -2.1677  -2.7497
H  0.1903  -2.5781  1.3321
H  -2.1151  -3.4888  1.5491
H  -4.9117  -2.9283  2.1793
H  -5.9129  -0.7563  2.8609
H  -6.1464  0.5335  -1.0266
H  -5.1683  -1.5827  -1.8875

Atoms 1-6, force components in eV/Å:
Rh 0.3 -0.1 0.0
O 0.0 0.0 0.0
S 0.0 0.0 -0.1
O -0.1 -0.1 0.1
O 0.0 0.0 0.2
O 0.0 -0.1 -0.1

* LUMO energy (alpha / beta): -4.1 / -4.1 eV
* Kohn-Sham gap (alpha / beta): 8.061 / 8.061 eV
* total charge: +1

Number 1: total energy -63700.9790 eV. Number 2: total energy -26043.7484 eV. Number 3: total energy -62552.6329 eV.